[1]
66
Properties=species:S:1:pos:R:3:forces:R:3:lowdin_charge:R:1 method="wB97M-V/def2-TZVPD" relative_energy_kcal_mol=0.0 charge=0 orbital_gap_ev=7.3 max_force_ev_per_a=12.9 e_tot_ev=-33725.8522
Li 14.995000 49.359000 47.817000 0.10 0.19 -1.01 0.585
C 17.021000 50.293000 46.947000 -0.01 0.14 -5.35 -0.257
O 15.776000 50.175000 46.201000 0.90 -0.81 2.04 -0.458
H 17.955000 50.162000 46.156000 -1.82 0.33 1.94 0.117
H 17.197000 49.553000 47.707000 0.05 -0.24 0.89 0.019
H 16.947000 51.328000 47.212000 1.36 -0.34 0.76 -0.003
C 15.828000 46.623000 46.877000 1.63 3.02 1.59 -0.094
O 14.682000 47.538000 47.211000 -1.80 -3.73 -0.49 -0.252
H 16.885000 47.177000 46.979000 -2.69 -0.40 -0.56 0.126
H 15.814000 46.164000 45.926000 -0.57 -0.22 -1.08 0.058
H 15.953000 45.920000 47.655000 -0.41 -1.19 0.78 0.045
H 13.768000 46.939000 47.220000 3.78 2.36 -0.17 0.192
C 14.185000 48.188000 43.764000 -9.93 3.47 -0.46 -0.140
O 13.910000 49.333000 44.612000 0.55 -1.18 -0.32 -0.190
H 15.049000 47.786000 43.854000 5.46 -3.38 1.30 -0.008
H 14.084000 48.520000 42.759000 0.53 0.65 -1.19 0.040
H 13.082000 47.565000 43.698000 3.35 0.53 0.96 0.138
H 14.700000 49.532000 45.192000 -0.05 -0.04 -0.30 -0.009
C 16.281000 52.988000 47.946000 -6.11 3.27 3.56 -0.046
O 15.732000 54.161000 48.688000 1.13 -1.84 -0.39 -0.185
C 14.347000 54.348000 48.349000 2.65 -1.37 2.74 -0.210
C 13.948000 55.252000 49.484000 -2.33 3.35 -0.51 -0.192
N 12.727000 55.974000 48.990000 -0.15 -1.12 0.28 -0.080
C 11.843000 56.455000 50.073000 4.11 3.76 -3.58 -0.177
C 10.723000 57.233000 49.386000 2.25 1.30 4.31 -0.186
O 9.947000 57.896000 50.408000 1.76 -2.60 -0.52 -0.145
C 8.929000 58.535000 49.750000 -5.02 -7.25 7.27 -0.117
H 15.939000 53.128000 47.028000 -0.16 0.25 -4.71 0.065
H 15.788000 52.148000 48.308000 -1.26 -1.45 0.44 0.025
H 17.168000 52.833000 48.255000 6.79 -0.16 1.14 0.040
H 13.767000 53.454000 48.707000 0.89 0.81 -1.61 0.075
H 14.433000 54.516000 47.274000 -1.51 0.78 0.04 0.145
H 14.594000 56.065000 49.937000 0.07 -1.13 -1.12 0.139
H 13.640000 54.639000 50.317000 0.24 -0.59 0.47 0.104
H 12.264000 55.316000 48.371000 -0.38 0.09 -0.04 0.093
H 12.686000 56.937000 50.654000 -1.76 0.73 0.01 0.142
H 11.397000 55.830000 50.682000 -1.99 -4.01 3.00 0.060
H 10.278000 56.535000 48.782000 -2.23 -1.79 -1.25 0.097
H 11.092000 57.973000 48.762000 1.04 1.52 -1.36 0.105
H 8.513000 59.088000 50.557000 -1.69 0.40 0.22 0.106
H 8.342000 57.789000 49.196000 -0.72 0.45 0.34 0.117
H 9.303000 59.111000 49.190000 4.87 8.41 -8.46 -0.026
C 16.450000 47.988000 50.068000 1.86 -1.50 -0.85 -0.127
O 15.762000 49.133000 49.737000 -0.63 0.14 -0.43 -0.286
C 14.805000 49.577000 50.675000 0.56 2.44 1.51 -0.167
C 14.209000 50.828000 49.864000 -0.43 -1.17 3.78 -0.203
N 13.469000 50.378000 48.716000 1.20 1.54 -0.60 -0.084
C 12.901000 51.526000 48.016000 -0.15 0.09 -4.10 -0.190
C 11.694000 51.089000 47.115000 1.93 -2.70 2.39 -0.287
O 11.066000 52.096000 46.498000 -0.81 2.29 -1.01 -0.187
C 10.111000 51.697000 45.499000 3.73 4.81 -3.07 -0.058
H 15.810000 47.110000 50.091000 -0.31 -0.13 0.42 0.091
H 16.981000 48.160000 50.989000 0.14 -0.30 0.68 0.088
H 17.255000 47.702000 49.303000 -1.17 0.96 0.74 0.111
H 15.361000 49.996000 51.744000 -1.43 -1.17 -2.97 0.187
H 14.022000 48.808000 51.024000 1.11 0.86 -0.88 0.140
H 15.000000 51.530000 49.669000 0.29 -0.11 -0.30 0.096
H 13.563000 51.340000 50.615000 0.03 0.00 -0.47 0.131
H 12.776000 49.804000 49.089000 -1.79 -1.16 0.40 0.095
H 13.625000 51.832000 47.156000 -0.64 -0.06 2.02 0.156
H 12.592000 52.379000 48.597000 -0.07 -0.13 0.66 0.095
H 11.004000 50.588000 47.830000 -0.05 -0.44 -0.50 0.130
H 12.259000 50.373000 46.473000 -1.17 -0.04 -0.30 0.127
H 9.434000 51.122000 45.926000 -3.21 -3.16 1.68 0.011
H 10.764000 51.208000 44.671000 -1.74 0.71 0.98 0.127
H 9.524000 52.726000 45.152000 1.83 -2.75 0.62 0.149

***

[2]
114
Properties=species:S:1:pos:R:3:forces:R:3:lowdin_spin:R:1 method="wB97M-V/def2-TZVPD" s2=6.119 relative_energy_kcal_mol=14.3 charge=+1 orbital_gap_ev="6.2 / 6.9" max_force_ev_per_a=1.2 e_tot_ev=-153184.6814 multiplicity=5
Mn 0.066922 0.641879 0.484265 -0.79 0.28 -0.86 3.913
C 2.396767 1.728402 3.845432 0.16 -0.10 0.09 0.002
C 1.777312 1.073517 2.668546 0.32 -0.21 0.00 0.024
N 0.565786 1.275645 2.303508 -0.44 0.18 0.23 -0.046
N -0.201778 2.133537 3.026390 -0.05 0.04 -0.03 -0.007
C -1.353126 2.382262 2.462915 0.09 -0.13 0.06 -0.011
N -2.154707 3.278377 3.043473 -0.08 0.03 -0.11 -0.007
S -1.966962 1.568013 1.031628 0.17 0.00 0.03 -0.097
C 2.521327 0.143519 1.796809 -0.21 0.05 0.18 0.007
C 3.797761 -0.293896 2.069674 0.39 -0.03 0.17 0.002
C 4.375944 -1.250984 1.247174 0.03 -0.01 0.04 0.008
C 3.668644 -1.723882 0.154597 0.11 -0.08 0.00 0.003
C 2.415124 -1.202034 -0.091438 -0.02 0.12 -0.06 0.009
N 1.848818 -0.305906 0.718432 0.11 -0.06 -0.18 0.003
H 1.625039 2.103204 4.506064 -0.03 0.04 0.05 0.000
H 3.008658 2.570879 3.511649 0.01 0.00 0.02 0.002
H 3.030982 1.027885 4.390819 -0.03 0.05 -0.02 0.001
H -1.833560 3.778323 3.854547 0.00 0.00 0.02 -0.001
H -3.045960 3.498059 2.640529 -0.07 0.03 0.04 -0.002
H 4.326362 0.100783 2.928467 -0.02 -0.08 -0.09 0.000
H 5.367905 -1.629777 1.460718 -0.03 0.04 0.00 0.000
H 4.077896 -2.480145 -0.502116 -0.01 0.07 0.01 0.000
H 1.848416 -1.496802 -0.962999 -0.04 0.01 -0.01 0.000
C 4.101104 -0.834621 -3.774826 -0.05 0.13 0.05 0.000
C 3.600779 0.575079 -3.578681 0.02 -0.07 0.01 0.000
C 2.963516 1.249421 -4.615966 -0.03 -0.01 0.00 0.000
C 2.603448 2.582836 -4.479333 -0.04 -0.03 0.00 0.000
C 2.876222 3.242274 -3.291028 0.00 -0.12 -0.01 0.000
C 3.477783 2.582022 -2.226223 -0.02 -0.02 -0.05 0.000
C 3.826418 1.250721 -2.377274 0.00 -0.01 -0.01 0.000
S 2.576084 4.977407 -3.238103 -0.06 0.19 0.01 0.000
O 1.567194 5.255331 -4.221967 -0.04 -0.02 -0.03 0.000
O 3.840984 5.649856 -3.270063 -0.05 0.01 0.01 0.000
N 1.987276 5.239374 -1.727748 -0.28 -0.12 0.09 0.000
C 0.530998 5.196180 -1.461114 0.23 0.02 -0.11 0.001
C -0.102385 3.856667 -1.808516 0.49 0.03 -0.17 0.001
C 0.419768 2.731111 -0.954630 0.21 -0.21 0.13 0.008
O 0.751594 2.937147 0.226942 0.01 -0.08 -0.07 0.056
O 0.409368 1.528445 -1.417613 -0.41 -0.05 0.34 0.065
H 3.678745 -1.287310 -4.671387 -0.01 -0.01 0.03 0.000
H 3.872024 -1.469358 -2.916045 -0.02 0.00 -0.01 0.000
H 5.187311 -0.827666 -3.887986 -0.02 -0.03 -0.01 0.000
H 2.767082 0.735788 -5.550484 0.03 -0.01 -0.03 0.000
H 2.132169 3.126920 -5.290453 0.04 -0.06 0.04 0.000
H 3.662716 3.109063 -1.297189 0.00 -0.02 -0.06 0.000
H 4.304935 0.726276 -1.555292 0.02 0.05 -0.04 0.000
H 2.460823 6.060202 -1.366972 -0.07 -0.09 0.14 0.000
H 0.016889 5.996504 -1.991901 -0.05 0.01 -0.06 0.000
H 0.415314 5.339466 -0.391173 0.05 0.15 0.10 0.000
H 0.021695 3.620039 -2.862495 -0.04 -0.07 -0.09 0.000
H -1.174886 3.910704 -1.604750 -0.04 0.04 0.00 0.000
F -3.641762 -7.322977 4.337196 -0.01 -0.04 0.01 0.000
C -3.167892 -6.107060 4.031686 0.00 0.00 0.00 0.000
C -2.562921 -5.917735 2.807848 0.07 0.01 -0.14 0.000
C -2.082783 -4.649957 2.497574 -0.01 0.05 0.07 0.000
C -2.210130 -3.597206 3.401966 0.01 0.05 -0.06 0.007
C -2.826109 -3.829694 4.634026 0.03 -0.11 -0.10 0.001
C -3.307631 -5.089433 4.956913 0.00 0.12 0.09 0.000
Sb -1.472909 -1.642563 2.928831 0.04 -0.29 0.31 0.015
C -3.154469 -0.653740 3.791391 0.06 0.10 -0.08 0.002
C -3.064982 0.410007 4.685334 -0.06 0.01 -0.06 0.000
C -4.211808 1.055667 5.139175 0.17 0.07 0.05 0.000
C -5.436291 0.634625 4.668169 -0.02 -0.02 -0.03 0.000
F -6.542601 1.266288 5.088292 -0.04 0.01 0.03 0.000
C -5.564974 -0.414053 3.777025 -0.04 -0.09 -0.07 0.000
C -4.415191 -1.055583 3.342837 0.02 0.02 0.09 0.001
C -0.051960 -1.545823 4.530565 -0.02 0.07 0.00 0.000
C -0.349940 -1.253595 5.862182 0.11 -0.05 -0.02 0.000
C 0.649803 -1.219913 6.827803 -0.17 0.02 0.02 0.000
C 1.947373 -1.494715 6.447199 0.03 0.00 0.00 0.000
F 2.919587 -1.450810 7.370523 0.02 -0.01 0.02 0.000
C 2.280921 -1.821149 5.148633 0.02 -0.04 -0.17 0.000
C 1.270139 -1.837656 4.193900 -0.01 0.01 0.09 0.000
H -2.474636 -6.746996 2.116736 -0.01 0.04 0.04 0.000
H -1.603647 -4.497440 1.534358 -0.04 -0.01 0.05 0.000
H -2.940246 -3.024558 5.352477 -0.01 -0.04 -0.04 0.000
H -3.788116 -5.289973 5.906710 0.02 0.00 -0.05 0.000
H -2.097905 0.751359 5.037779 -0.03 0.02 -0.03 0.000
H -4.164294 1.873509 5.849410 0.00 -0.06 -0.06 0.000
H -6.550046 -0.720212 3.445228 0.07 0.03 0.02 0.000
H -4.509557 -1.896367 2.662125 -0.02 0.05 0.02 0.000
H -1.371912 -1.064335 6.167514 0.03 0.02 -0.01 0.000
H 0.432946 -0.996264 7.865456 0.01 -0.01 -0.06 0.000
H 3.308004 -2.068770 4.904116 -0.06 0.02 0.02 0.000
H 1.520622 -2.110862 3.171027 0.01 0.02 0.05 0.000
C -1.348290 1.626300 -7.852142 0.03 -0.03 0.08 0.000
C -0.979702 1.097036 -6.465077 -0.06 0.01 -0.20 0.000
S -0.483759 -0.604774 -6.608419 -0.04 -0.01 -0.18 0.000
O -1.616177 -1.367289 -7.072074 0.13 0.01 0.05 0.000
O 0.774000 -0.658154 -7.305102 -0.07 0.02 0.14 0.000
C -0.178286 -1.089268 -4.912022 -0.08 -0.08 0.12 0.000
C -1.432142 -1.691071 -4.269239 0.18 0.13 0.11 0.000
N -1.283536 -1.699700 -2.798191 0.03 -0.10 -0.24 0.002
C -1.446861 -0.604026 -2.034321 0.03 -0.05 0.28 0.006
N -1.011381 -0.829271 -0.782188 0.10 0.13 -0.25 0.018
C -0.594069 -2.130852 -0.747911 0.03 0.14 0.31 0.005
C -0.732960 -2.667752 -1.977442 -0.02 -0.19 -0.35 0.001
N -0.377038 -4.009818 -2.359790 0.06 -0.10 -0.13 0.000
O 0.117111 -4.695360 -1.484599 -0.12 0.14 -0.13 0.000
O -0.571118 -4.356687 -3.510771 0.04 0.10 0.27 0.000
C -2.105204 0.627265 -2.547333 0.10 -0.06 0.04 0.000
H -1.672288 2.662920 -7.775378 0.01 -0.01 0.01 0.000
H -2.156629 1.038544 -8.286449 0.02 0.03 0.04 0.000
H -0.489467 1.579709 -8.521914 -0.03 0.01 0.05 0.000
H -1.832406 1.115212 -5.779080 0.07 0.05 -0.04 0.000
H -0.130142 1.626734 -6.028768 -0.06 0.04 0.02 0.000
H 0.175752 -0.203151 -4.376103 0.06 -0.07 -0.02 0.000
H 0.634132 -1.815265 -4.974478 -0.01 -0.01 0.08 0.000
H -1.589488 -2.697718 -4.617859 -0.05 -0.16 0.00 0.000
H -2.319976 -1.119576 -4.518312 -0.05 0.09 0.06 0.000
H -0.234430 -2.611692 0.146296 0.02 0.05 -0.03 0.000
H -2.969505 0.367826 -3.159430 0.00 -0.01 0.06 0.000
H -1.410658 1.222527 -3.136888 0.05 0.02 -0.03 0.000
H -2.438708 1.234597 -1.713834 0.00 0.07 0.08 0.000

***

[3]
56
Properties=species:S:1:pos:R:3:forces:R:3:lowdin_charge:R:1 method="wB97M-V/def2-TZVPD" charge=-1 orbital_gap_ev=6.2 max_force_ev_per_a=2.4 e_tot_ev=-36554.3284 smiles=Cc1ccc(O[C@H](c2cc(C(C)(C)C)c([O-])c(C(C)(C)C)c2)C(F)(F)F)cc1
C -0.337607 1.134023 6.371808 0.17 0.14 0.81 -0.093
C -0.420504 0.224356 5.175892 -0.09 -0.12 -0.32 -0.307
C 0.526218 -0.818402 5.011290 -0.75 1.22 -0.99 -0.060
C 0.550269 -1.537175 3.801933 -0.39 -0.25 -0.11 -0.011
C -0.446566 -1.323799 2.803955 -0.43 1.05 1.44 -0.285
O -0.862437 -2.176792 1.846768 1.13 -1.20 -1.52 -0.051
C 0.052221 -2.627467 0.628477 -1.65 1.77 -0.27 -0.050
C 0.104051 -1.491692 -0.394193 0.81 -1.28 1.01 -0.185
C 1.254074 -0.671298 -0.361790 0.31 -1.49 0.72 -0.025
C 1.415695 0.374072 -1.204187 -0.18 1.30 -1.32 -0.115
C 2.685689 1.247788 -1.273698 0.19 0.07 0.15 -0.533
C 3.176601 1.509838 -2.722807 -0.53 0.13 0.36 -0.057
C 3.836933 0.558005 -0.533345 0.42 0.56 -0.04 -0.094
C 2.417966 2.606481 -0.582710 -0.09 -0.28 -0.44 -0.054
C 0.271556 0.782324 -2.022213 -0.97 0.23 0.32 -0.313
O 0.237052 1.909893 -2.583212 0.33 -0.04 -0.28 -0.082
C -0.919523 -0.101499 -2.097252 0.83 1.11 -0.42 -0.084
C -2.137146 0.363642 -2.943008 0.59 0.04 0.10 -0.539
C -2.736132 1.646840 -2.338787 0.28 0.07 -0.02 -0.057
C -3.230132 -0.692495 -2.952725 -0.07 0.25 -0.12 -0.088
C -1.768234 0.660198 -4.406921 0.02 0.31 0.18 -0.061
C -0.923661 -1.226130 -1.329617 -0.61 -1.15 0.48 -0.013
C -0.729836 -3.871489 0.108219 0.02 0.87 0.91 -0.536
F -0.508678 -4.903888 0.961749 -0.51 0.02 -0.34 0.111
F -2.069601 -3.589172 0.078101 1.10 -0.91 -0.09 0.114
F -0.356197 -4.302065 -1.116746 -0.24 0.38 0.69 0.138
C -1.350427 -0.241254 3.004441 -0.07 -0.88 0.13 -0.005
C -1.413969 0.468171 4.189961 1.30 -0.15 0.50 -0.052
H -1.162452 1.878216 6.348557 0.48 -0.48 0.16 0.069
H -0.410929 0.520384 7.308885 0.09 0.73 -0.58 0.080
H 0.630563 1.712996 6.398354 -0.92 -0.63 -0.02 0.087
H 1.263291 -0.981297 5.812645 -0.29 -0.04 -0.58 0.108
H 1.315335 -2.305775 3.698320 -0.32 -0.06 -0.17 0.101
H 0.988057 -2.919981 1.118326 -0.07 0.06 -0.59 0.145
H 2.079916 -0.977152 0.326777 -0.80 0.30 -0.54 0.114
H 2.411034 2.052089 -3.280898 0.06 -0.15 0.02 0.068
H 4.089157 2.117044 -2.706183 -0.02 -0.10 0.08 0.071
H 3.388515 0.567567 -3.221385 0.06 -0.14 -0.13 0.077
H 3.589238 0.432514 0.521454 0.13 -0.10 0.05 0.068
H 4.066713 -0.411117 -0.979751 -0.01 -0.07 0.08 0.081
H 4.753226 1.188956 -0.592709 -0.52 -0.34 0.04 0.083
H 2.084877 2.419407 0.434930 -0.03 0.11 0.21 0.079
H 3.323333 3.223135 -0.565511 0.00 -0.05 0.02 0.072
H 1.632620 3.131418 -1.131250 0.06 -0.03 0.13 0.072
H -2.010614 2.464154 -2.373247 -0.05 -0.20 0.10 0.074
H -3.625043 1.955775 -2.896013 -0.07 -0.08 -0.06 0.072
H -3.026947 1.458979 -1.308087 -0.05 0.07 0.21 0.079
H -2.881673 -1.619371 -3.394290 0.04 -0.28 -0.08 0.081
H -3.600718 -0.885471 -1.953111 -0.11 -0.14 0.24 0.077
H -4.056500 -0.309567 -3.552095 -0.14 -0.09 -0.06 0.076
H -1.374650 -0.226425 -4.888047 0.15 -0.27 -0.17 0.076
H -2.667011 0.976194 -4.947961 -0.02 -0.06 -0.01 0.072
H -1.035708 1.466083 -4.476259 0.01 -0.17 0.11 0.072
H -1.759984 -1.956855 -1.446046 0.75 0.83 0.35 0.106
H -2.117716 -0.103464 2.254919 0.05 -0.04 -0.14 0.114
H -2.203606 1.220551 4.370290 0.65 -0.39 -0.20 0.110